[1]
The following is a DFT calculation (ωB97M-V with the def2-TZVPD basis set) of a structure of composition C2H2IN in a non-equilibrium geometry.

```
6
Properties=species:S:1:pos:R:3:forces:R:3
C 0.3624 -0.6557 -0.4705 -2.4 1.6 1.5
C -0.7640 0.0841 0.3107 1.5 -2.1 0.3
N 0.0880 -1.6018 0.2684 -1.2 1.8 0.6
I -2.9278 0.0072 -0.0626 1.9 0.0 0.1
H 1.0823 -0.3498 -1.1823 0.6 0.0 -0.9
H -0.4985 0.6871 1.2507 -0.5 -1.3 -1.5
```
Forces are in eV/Å.

Max |F| = 3.3 eV Å⁻¹
Frontier orbital gap = 0.32968 hartree
E_HOMO = -0.333 hartree
ΔE to the lowest compared entry with this formula, charge and spin = 2.5487 eV

---

[2]
The following is a DFT calculation (ωB97M-V with the def2-TZVPD basis set) of a structure of composition C22H32AgBr12F2NO7S in a non-equilibrium geometry.

```
78
Properties=species:S:1:pos:R:3:forces:R:3
Ag -4.0380 -2.5552 -2.2141 0.4 0.5 0.7
C -1.3915 -1.4255 1.3051 -1.3 0.6 -0.9
C -1.3098 0.0233 0.7371 0.8 -1.1 -2.3
C 0.1681 0.2351 0.3436 0.7 0.5 0.6
O 0.4226 1.4517 -0.3776 0.8 0.7 0.5
C 1.8239 1.8550 -0.5280 -0.5 -0.5 0.3
N -2.1643 0.1089 -0.5938 0.8 -0.4 3.4
H -1.9515 0.9437 -1.1209 0.0 0.0 -0.4
H -2.2357 -0.7684 -1.0892 0.8 -0.7 -1.4
H -3.0924 0.1351 -0.1964 -1.8 0.8 -0.2
H -0.9038 -1.5572 2.2710 0.2 0.2 -0.3
H -1.0703 -2.1314 0.5392 0.6 0.0 0.1
H -2.4407 -1.7046 1.4013 -0.3 0.2 0.4
H -1.7757 0.7538 1.3984 0.5 0.1 -0.1
H 0.6172 -0.6066 -0.1837 -0.7 -0.3 -0.7
H 0.7351 0.1304 1.2686 0.1 0.8 0.5
H 2.3998 1.9880 0.3879 -0.4 -0.8 0.6
H 1.9718 2.8612 -0.9202 -1.0 -0.2 -0.6
H 2.3488 1.1538 -1.1767 0.1 -0.1 0.1
C -3.3074 -4.7816 -0.1553 -0.4 1.1 0.2
O -4.1599 -3.6675 -0.1688 0.0 -0.7 -0.2
H -2.3531 -4.4503 0.2540 0.6 -0.3 -0.5
H -3.6465 -5.5472 0.5426 -0.6 0.0 0.3
H -3.3136 -5.2604 -1.1345 0.5 0.0 -0.1
C -0.5081 -2.0922 -2.8091 -1.2 1.0 -1.2
O -1.8667 -2.2559 -2.6764 -0.6 -0.2 1.1
H -0.1652 -1.1268 -2.4371 0.4 0.5 1.3
H 0.1580 -2.8839 -2.4660 0.1 -0.3 0.1
H -0.3441 -1.8216 -3.8522 0.7 -0.8 -0.8
S -5.7381 0.0249 -0.4580 -2.7 -2.3 -1.1
O -4.7352 -0.7037 -1.2859 2.1 -1.4 -1.6
O -4.9432 0.6750 0.5505 2.0 2.4 2.0
O -6.4080 0.9234 -1.4018 -0.2 0.7 0.7
O -6.6109 -0.9810 0.1689 -0.1 0.6 -0.3
F 2.3712 1.6217 3.7164 -0.4 -0.7 0.6
C 1.0172 1.6487 3.8304 -1.2 2.3 -1.4
C 0.4150 2.8073 3.2499 -1.0 -2.1 0.3
C -1.0103 2.8257 3.1394 2.5 0.8 -0.2
C -1.7657 1.8519 3.7151 -0.2 -2.2 0.5
C -1.1551 0.7003 4.2911 0.1 1.6 -0.7
C 0.2346 0.6027 4.3149 0.5 0.0 0.3
H 1.0197 3.5350 2.7292 0.1 0.1 0.1
H -1.4216 3.5708 2.4744 -0.3 0.2 0.5
H -2.8363 1.7989 3.5830 -0.2 0.3 0.0
H -1.7979 -0.1014 4.6235 0.2 -0.1 0.2
H 0.7252 -0.2709 4.7181 0.0 -0.1 0.0
F 1.9000 -2.3438 1.2301 -1.2 1.3 0.7
C 2.1285 -3.5720 0.8515 1.3 -3.0 -1.6
C 3.4858 -3.9096 0.7151 -0.9 1.0 0.1
C 3.8398 -5.0952 0.1482 -0.3 -1.5 -0.5
C 2.8759 -6.0021 -0.2900 -1.1 0.2 0.7
C 1.4866 -5.7079 -0.1489 2.5 0.1 -0.5
C 1.1311 -4.4924 0.4069 0.3 1.5 0.4
H 4.2755 -3.1988 0.9090 -0.2 0.3 0.4
H 4.8865 -5.3193 0.0046 0.1 -0.1 0.0
H 3.1739 -6.9661 -0.6751 0.0 0.0 -0.3
H 0.8122 -6.3874 -0.6488 -0.5 0.1 0.4
H 0.0996 -4.1727 0.3977 -0.1 0.0 0.2
C 2.5511 6.3528 -0.7104 -0.1 -0.9 0.4
Br 0.8771 5.3073 -0.5712 0.8 0.4 0.1
Br 4.0268 5.3071 -1.5357 -1.3 1.2 -0.5
Br 3.2067 6.9435 1.0501 -0.5 0.0 -0.8
H 2.2125 7.1709 -1.3461 0.8 0.0 0.2
C 6.2465 2.7395 -0.5253 0.0 -0.7 1.0
Br 8.1836 2.6907 0.1408 -1.9 -0.1 -0.5
Br 4.9416 3.3783 0.8655 1.6 -0.6 -0.4
Br 5.5548 0.9716 -1.1015 0.8 1.0 0.2
H 6.3156 3.3854 -1.4007 -0.4 0.0 0.4
C 1.8235 1.3650 -3.8706 0.4 0.4 -1.0
Br 1.6283 0.2084 -5.4648 -0.1 0.7 0.7
Br 0.1865 2.4255 -3.4880 1.3 -1.0 -0.3
Br 3.4352 2.5502 -4.1368 -1.1 -0.5 0.1
H 2.1837 0.6739 -3.1085 -0.8 0.4 0.2
C -3.9231 3.6312 -1.1063 -1.0 -1.1 -0.7
Br -3.3743 2.9893 -2.8597 -0.1 0.1 0.1
Br -5.2716 5.0392 -1.3288 1.1 0.0 0.4
Br -2.3375 3.6804 -0.0151 -0.3 0.7 0.1
H -4.5295 2.8243 -0.6949 0.1 -0.2 0.1
```
Forces are in eV/Å.

<S²> = 0.76
Charge = -1
Max |F| = 3.7 eV Å⁻¹
Frontier orbital gap (spin up / spin down) = 0.18334 / 0.18057 hartree
E_HOMO (spin up / spin down) = -0.169 / -0.166 hartree
Multiplicity = 2

---

[3]
The following is a DFT calculation (ωB97M-V with the def2-TZVPD basis set) of a cluster of 2 separate species, C7H14N3OS in total in a non-equilibrium geometry.

```
26
Properties=species:S:1:pos:R:3:forces:R:3
C -0.3739 0.9595 1.9904 1.0 -1.0 0.7
C -0.1628 0.2271 -1.7934 1.7 0.9 4.4
C 0.8813 0.1368 2.2265 0.9 2.9 -4.5
C 1.1595 -0.3159 0.7317 -0.1 -0.7 0.6
C -1.1517 1.3938 3.2177 0.2 -1.1 -1.9
C 0.5769 -1.7368 0.4798 1.9 -0.2 0.7
C -1.9869 -0.0567 -3.7956 2.8 3.5 -0.2
N -0.5520 1.2074 0.7328 -2.9 1.0 2.2
N 0.4395 0.7760 0.0300 1.4 -1.1 -4.7
N 0.8579 -0.1938 -2.4897 -0.2 0.3 1.4
O 2.4837 -0.2919 0.3460 0.1 -1.5 -1.6
S -1.7814 0.4068 -2.0334 0.6 0.2 0.0
H 1.8025 0.7274 2.4120 -0.7 -0.1 0.8
H 0.6894 -0.6256 2.8519 -0.1 -2.6 2.4
H -1.0461 0.6356 4.0410 0.2 1.2 -0.7
H -2.1686 1.4284 2.8822 -0.8 0.3 0.3
H -0.7782 2.3957 3.3282 -0.1 0.5 1.2
H 0.9611 -2.2882 1.4046 -1.0 0.3 -1.4
H 1.0312 -2.3087 -0.4273 -1.2 1.3 1.4
H -0.5044 -1.5533 0.5089 0.1 -0.9 -0.2
H -3.0246 0.1631 -3.8342 -1.0 -0.9 -1.1
H -1.4773 -0.9762 -3.8878 -0.8 -1.6 -0.6
H -1.3701 0.6903 -4.4866 -1.5 -1.3 1.5
H 1.7998 -0.2199 -1.9960 -1.4 -0.2 -1.0
H 0.5534 -0.7989 -3.2335 1.1 -0.2 -0.7
H 3.1417 0.2180 0.7934 0.0 0.9 0.9
```
Forces are in eV/Å.

Charge = +1
Max |F| = 5.4 eV Å⁻¹
Frontier orbital gap (spin up / spin down) = 0.30608 / 0.30605 hartree
E_HOMO (spin up / spin down) = -0.444 / -0.444 hartree
ΔE to the lowest compared entry with this formula, charge and spin = 3.1394 eV